1.
90
Properties=species:S:1:pos:R:3:lowdin_charge:R:1 method="wB97M-V/def2-TZVPD" multiplicity=2 e_above_lowest_kj_mol=197.0 e_homo_ha="-0.2726 / -0.2714" charge=0
Au 0.115 0.116 0.143 0.889
Cl 4.728 4.791 -2.522 0.679
C 3.376 3.715 -2.305 -0.616
C 2.353 3.723 -3.207 -0.176
C 1.236 2.885 -3.040 -0.643
I -0.255 2.896 -4.484 0.915
C 1.092 2.043 -1.943 -0.462
O 0.063 1.293 -1.736 -0.300
C 2.203 2.028 -1.026 -0.140
N 2.096 1.175 0.027 0.009
C 3.062 1.085 0.908 -0.132
C 4.237 1.849 0.804 -0.033
C 4.374 2.720 -0.238 -0.013
C 3.341 2.842 -1.192 -0.170
H 2.396 4.391 -4.056 0.092
H 2.923 0.384 1.722 0.056
H 5.010 1.735 1.551 0.109
H 5.269 3.316 -0.350 0.093
C 2.232 -2.261 4.690 -0.222
Si 0.689 -3.300 4.793 0.502
C 1.184 -5.104 4.736 -0.177
C -0.239 -2.903 6.365 -0.175
C -0.547 -3.097 3.373 -0.249
C -1.665 -3.928 3.437 -0.103
C -2.626 -3.940 2.437 -0.067
C -2.416 -3.114 1.348 -0.142
N -1.369 -2.306 1.248 0.019
C -0.481 -2.269 2.237 -0.687
S 0.806 -1.071 2.022 0.621
H 2.883 -2.509 5.533 0.033
H 2.007 -1.194 4.728 0.015
H 2.778 -2.449 3.764 0.016
H 1.833 -5.376 5.572 0.031
H 1.726 -5.307 3.809 0.036
H 0.314 -5.763 4.760 0.025
H 0.366 -3.103 7.252 0.031
H -1.157 -3.489 6.447 0.026
H -0.517 -1.847 6.377 0.037
H -1.794 -4.582 4.294 0.097
H -3.496 -4.579 2.494 0.098
H -3.111 -3.091 0.513 0.096
C 1.604 -6.236 -2.160 -0.045
C 0.857 -4.944 -2.351 -0.254
C -0.533 -4.911 -2.356 -0.003
C -1.237 -3.738 -2.588 -0.281
C -2.740 -3.773 -2.568 -0.057
C -0.514 -2.562 -2.825 -0.357
Te -1.575 -0.804 -3.304 1.742
N -1.818 -0.629 -1.142 -0.157
C -2.657 0.161 -0.486 -0.624
O -2.205 0.751 0.521 -0.060
C -4.117 0.309 -0.801 -0.143
C -4.814 1.294 -0.105 -0.011
C -6.180 1.444 -0.281 -0.068
C -6.867 0.608 -1.151 -0.081
C -6.179 -0.375 -1.847 -0.080
C -4.811 -0.522 -1.669 -0.073
C -2.105 -1.716 -5.215 -0.386
C -1.067 -2.307 -5.919 -0.116
C -1.308 -2.894 -7.153 -0.077
C -2.593 -2.894 -7.673 -0.076
C -3.628 -2.298 -6.968 -0.046
C -3.401 -1.690 -5.736 -0.318
C -4.536 -1.036 -5.000 -0.065
C 0.881 -2.553 -2.791 -0.293
C 1.730 -1.324 -3.004 -0.062
C 1.540 -3.757 -2.548 -0.009
H 0.919 -7.073 -2.029 0.074
H 2.256 -6.187 -1.287 0.083
H 2.233 -6.446 -3.026 0.083
H -1.088 -5.825 -2.174 0.117
H -3.098 -4.770 -2.315 0.085
H -3.156 -3.503 -3.543 0.069
H -3.130 -3.080 -1.819 0.044
H -4.264 1.930 0.574 0.119
H -6.711 2.211 0.268 0.105
H -7.936 0.718 -1.281 0.103
H -6.709 -1.038 -2.520 0.104
H -4.291 -1.306 -2.199 0.041
H -0.062 -2.314 -5.512 0.101
H -0.495 -3.351 -7.701 0.106
H -2.791 -3.357 -8.631 0.105
H -4.631 -2.304 -7.380 0.111
H -5.437 -1.011 -5.612 0.085
H -4.294 -0.007 -4.722 0.085
H -4.776 -1.573 -4.081 0.049
H 1.148 -0.448 -3.286 0.019
H 2.474 -1.504 -3.781 0.090
H 2.263 -1.074 -2.083 0.082
H 2.625 -3.756 -2.523 0.127


2.
91
Properties=species:S:1:pos:R:3:lowdin_charge:R:1 method="wB97M-V/def2-TZVPD" multiplicity=1 e_homo_ha=-0.3377 charge=0
H 3.071 -0.802 0.848 0.033
N 2.804 0.096 1.264 0.109
C 3.061 1.021 0.449 -0.222
C 2.786 2.509 0.815 -0.087
C 1.260 2.665 0.836 -0.095
C 0.574 2.346 1.932 -0.199
N 1.178 1.887 3.146 0.106
C -0.963 2.491 1.838 -0.260
O -1.611 2.923 2.736 0.139
C -1.549 2.070 0.471 -0.124
C -2.847 1.266 0.313 -0.114
C -4.052 1.828 1.087 -0.789
O -4.175 2.907 1.482 0.083
Br -5.522 0.538 1.412 0.639
C -0.860 2.396 -0.618 0.070
C 0.455 3.162 -0.371 -0.298
O 0.796 4.084 -1.041 0.106
H 3.516 0.767 -0.535 0.118
H 3.196 2.669 1.825 0.115
H 3.236 3.160 0.046 0.095
H 0.594 2.240 3.913 0.078
H 0.991 0.877 3.160 0.093
H -3.065 1.106 -0.761 0.129
H -2.648 0.253 0.729 0.126
H -1.181 2.119 -1.644 0.118
C 5.454 6.397 -2.527 -0.087
C 5.944 5.597 -3.547 -0.081
C 5.227 4.461 -3.891 -0.162
N 4.092 4.090 -3.295 0.058
C 3.637 4.875 -2.313 -0.153
C 4.277 6.033 -1.895 -0.067
H 5.984 7.294 -2.229 0.103
H 6.861 5.847 -4.064 0.098
H 5.570 3.806 -4.685 0.100
H 2.714 4.548 -1.844 0.066
H 3.862 6.632 -1.095 0.103
C 1.354 -3.587 -2.706 -0.083
C 0.979 -2.293 -2.379 -0.072
C 1.141 -1.876 -1.067 -0.163
N 1.635 -2.649 -0.095 0.053
C 1.988 -3.893 -0.433 -0.142
C 1.870 -4.406 -1.716 -0.070
H 1.245 -3.951 -3.721 0.104
H 0.571 -1.623 -3.124 0.100
H 0.865 -0.871 -0.764 0.090
H 2.384 -4.499 0.376 0.073
H 2.175 -5.422 -1.932 0.101
C -8.335 -2.599 -1.929 -0.083
C -7.569 -3.685 -1.537 -0.076
C -6.191 -3.535 -1.499 -0.157
N -5.558 -2.405 -1.820 0.054
C -6.316 -1.373 -2.195 -0.171
C -7.699 -1.415 -2.265 -0.076
H -9.415 -2.675 -1.971 0.105
H -8.028 -4.627 -1.268 0.100
H -5.550 -4.356 -1.196 0.102
H -5.773 -0.469 -2.452 0.098
H -8.263 -0.545 -2.575 0.101
C -3.024 4.295 -5.756 -0.082
C -2.104 4.979 -4.978 -0.069
C -1.207 4.243 -4.220 -0.144
N -1.179 2.908 -4.192 0.051
C -2.077 2.268 -4.948 -0.159
C -3.013 2.909 -5.744 -0.078
H -3.741 4.834 -6.363 0.105
H -2.082 6.061 -4.960 0.103
H -0.467 4.734 -3.598 0.101
H -2.033 1.185 -4.903 0.101
H -3.715 2.338 -6.337 0.100
C 3.663 -8.950 2.240 -0.083
C 4.799 -8.225 1.920 -0.075
C 4.669 -6.862 1.705 -0.149
N 3.510 -6.204 1.784 0.048
C 2.428 -6.923 2.091 -0.154
C 2.449 -8.289 2.329 -0.073
H 3.722 -10.017 2.417 0.105
H 5.765 -8.706 1.840 0.101
H 5.532 -6.253 1.456 0.104
H 1.500 -6.363 2.146 0.105
H 1.539 -8.819 2.577 0.102
C 0.018 0.805 8.103 -0.084
C -0.706 1.383 7.073 -0.076
C -1.252 0.551 6.108 -0.161
N -1.118 -0.778 6.111 0.054
C -0.416 -1.313 7.111 -0.157
C 0.168 -0.572 8.127 -0.077
H 0.460 1.420 8.878 0.104
H -0.844 2.455 7.018 0.102
H -1.829 0.957 5.283 0.099
H -0.323 -2.394 7.086 0.102
H 0.725 -1.061 8.915 0.100


3.
92
Properties=species:S:1:pos:R:3:lowdin_charge:R:1 method="wB97M-V/def2-TZVPD" multiplicity=6 e_above_lowest_kj_mol=315.5 e_homo_ha="-0.2448 / -0.2454" charge=0
Mn -0.021 -0.097 -0.318 0.958
O 0.550 0.040 1.736 -0.061
C 1.655 0.099 2.264 -0.168
C 2.929 -0.050 1.602 -0.117
C 4.071 0.040 2.409 0.047
C 5.307 -0.114 1.853 -0.152
C 5.465 -0.362 0.482 0.009
C 4.363 -0.451 -0.319 0.009
C 3.043 -0.297 0.202 -0.350
O 2.042 -0.375 -0.596 -0.140
N 6.503 -0.025 2.704 -0.362
O 6.341 0.187 3.890 0.066
O 7.585 -0.180 2.170 0.066
H 1.701 0.275 3.351 0.140
H 3.978 0.231 3.470 0.129
H 6.463 -0.475 0.082 0.120
H 4.462 -0.634 -1.381 0.116
S -4.910 0.426 -6.340 1.017
N -3.345 0.080 -6.357 -0.221
C -2.955 0.035 -5.086 -0.294
C -1.605 -0.235 -4.626 -0.082
C -0.499 -0.473 -5.454 0.017
C 0.729 -0.689 -4.876 -0.026
C 0.838 -0.658 -3.476 -0.098
N -0.201 -0.443 -2.690 0.086
C -1.406 -0.239 -3.253 -0.127
C -2.520 0.019 -2.332 -0.109
N -2.168 0.005 -0.969 -0.038
C -3.682 0.308 0.474 -0.091
C -4.872 0.538 -0.431 -0.052
C -4.896 0.571 -1.774 -0.018
C -3.776 0.299 -2.725 -0.066
C -4.007 0.300 -4.166 -0.290
N -5.171 0.535 -4.763 -0.222
H -0.629 -0.473 -6.529 0.122
H 1.611 -0.867 -5.475 0.109
H 1.788 -0.793 -2.971 0.103
H -3.915 0.335 1.534 0.135
H -5.819 0.743 0.056 0.115
H -5.841 0.787 -2.255 0.106
C 1.126 2.838 -1.904 -0.054
C 1.210 2.937 -0.380 -0.387
C 2.576 3.460 0.058 -0.062
C 0.041 3.722 0.184 -0.135
C 0.136 5.101 0.256 -0.053
C -0.899 5.881 0.756 -0.090
C -2.018 5.235 1.239 -0.058
C -2.151 3.847 1.189 -0.142
C -3.334 3.222 1.907 -0.379
C -4.666 3.495 1.207 -0.060
C -3.416 3.676 3.369 -0.066
C -1.157 3.062 0.573 -0.174
N -1.286 1.692 0.328 0.013
C -2.495 1.248 -0.187 -0.274
C -2.913 -0.914 -0.068 -0.358
C -3.667 -2.081 -0.653 0.041
C -3.129 -3.205 -0.198 0.029
C -1.971 -2.808 0.654 -0.227
N -1.861 -1.537 0.761 0.192
C -1.037 -3.809 1.287 -0.550
C -0.579 -4.805 0.215 -0.038
C 0.173 -3.129 1.913 -0.048
C -1.829 -4.557 2.369 -0.033
H 1.942 2.234 -2.312 0.075
H 1.182 3.834 -2.350 0.085
H 0.176 2.391 -2.213 0.066
H 1.127 1.931 0.024 0.066
H 2.802 4.427 -0.397 0.072
H 3.365 2.768 -0.244 0.074
H 2.624 3.583 1.141 0.088
H 1.045 5.584 -0.084 0.103
H -0.815 6.959 0.794 0.095
H -2.813 5.818 1.691 0.106
H -3.154 2.148 1.928 0.096
H -4.860 4.571 1.175 0.080
H -5.501 3.028 1.736 0.080
H -4.666 3.139 0.175 0.062
H -3.743 4.715 3.447 0.071
H -2.447 3.595 3.863 0.085
H -4.134 3.065 3.921 0.075
H -3.011 1.999 -0.801 0.146
H -4.541 -1.998 -1.277 0.118
H -3.460 -4.213 -0.393 0.111
H -0.098 -4.296 -0.624 0.092
H -1.408 -5.397 -0.177 0.079
H 0.147 -5.494 0.649 0.090
H 0.794 -2.624 1.168 0.074
H 0.795 -3.883 2.401 0.094
H -0.128 -2.386 2.649 0.084
H -2.738 -5.007 1.966 0.083
H -2.113 -3.885 3.181 0.094
H -1.215 -5.358 2.785 0.090


4.
91
Properties=species:S:1:pos:R:3:lowdin_charge:R:1 method="wB97M-V/def2-TZVPD" multiplicity=4 e_above_lowest_kj_mol=648.8 e_homo_ha="0.0290 / -0.0168" charge=-2
V -0.134 -0.300 -0.879 0.735
C -4.867 2.283 2.117 -0.110
O -4.066 3.441 1.967 -0.126
C -3.007 3.342 1.061 -0.238
C -2.953 4.335 0.094 -0.075
C -1.881 4.369 -0.817 -0.155
C -0.872 3.462 -0.767 -0.073
C -0.846 2.289 0.181 -0.325
C 1.676 1.706 0.135 -0.048
N 1.568 0.590 -0.537 -0.149
N 2.700 -0.113 -0.816 0.062
C 2.329 -1.411 -0.982 -0.440
O 1.053 -1.661 -1.099 -0.205
C 3.338 -2.414 -0.831 -0.167
C 2.983 -3.760 -0.577 -0.040
C 3.943 -4.694 -0.258 -0.130
C 5.298 -4.347 -0.202 -0.154
C 5.666 -3.029 -0.486 -0.144
C 4.717 -2.078 -0.791 -0.071
C -2.039 2.311 1.189 -0.267
O -2.116 1.396 2.043 -0.002
H -5.622 2.235 1.319 0.079
H -5.376 2.364 3.081 0.075
H -4.267 1.376 2.108 0.062
H -3.733 5.086 0.062 0.083
H -1.850 5.155 -1.567 0.080
H -0.051 3.527 -1.472 0.084
H 2.678 2.025 0.423 0.129
H 1.931 -4.018 -0.596 0.108
H 3.646 -5.712 -0.031 0.086
H 6.043 -5.079 0.086 0.070
H 6.715 -2.751 -0.450 0.081
H 4.994 -1.049 -0.976 0.082
C 0.092 -0.757 3.520 -0.033
C 0.187 -0.079 2.165 -0.237
N -0.184 -0.790 1.103 -0.064
N -0.591 -2.082 1.358 -0.048
C -1.320 -2.631 0.455 -1.087
S -1.941 -1.918 -0.984 0.651
S -1.875 -4.294 0.839 0.814
C -3.557 -3.829 1.460 -0.427
C -3.517 -3.491 2.915 -0.303
C -3.536 -2.168 3.347 -0.034
C -3.419 -1.867 4.696 -0.087
C -3.271 -2.880 5.632 -0.112
C -3.256 -4.205 5.209 -0.109
C -3.380 -4.505 3.866 -0.072
C 0.673 1.254 2.152 -0.129
C 1.475 1.642 3.255 -0.093
C 1.951 2.905 3.469 -0.149
C 1.524 3.943 2.581 -0.139
C 0.842 3.663 1.459 -0.045
C 0.541 2.257 0.987 -0.255
O -0.883 1.107 -0.570 -0.226
H -0.705 -1.490 3.498 0.047
H 1.016 -1.294 3.751 0.087
H -0.123 -0.031 4.299 0.076
H -3.875 -2.991 0.844 0.052
H -4.186 -4.696 1.258 0.065
H -3.615 -1.367 2.620 0.119
H -3.431 -0.832 5.014 0.106
H -3.153 -2.642 6.682 0.088
H -3.142 -5.005 5.933 0.089
H -3.342 -5.534 3.525 0.104
H 1.752 0.875 3.967 0.091
H 2.590 3.127 4.316 0.063
H 1.725 4.977 2.847 0.083
H 0.460 4.460 0.835 0.092
C 3.493 2.551 -3.631 -0.011
N 2.414 1.776 -4.279 -0.171
C 2.815 0.351 -4.416 0.016
C 1.104 2.011 -3.523 -0.100
C 0.053 1.058 -3.989 -0.281
C -0.417 1.277 -5.288 -0.102
C -1.268 0.371 -5.889 -0.129
C -1.625 -0.759 -5.168 -0.111
C -1.182 -0.938 -3.865 -0.152
C -0.348 -0.033 -3.172 -0.076
H 4.422 2.442 -4.188 0.094
H 3.628 2.148 -2.628 0.101
H 3.212 3.601 -3.564 0.101
H 2.246 2.124 -5.221 0.160
H 3.097 -0.015 -3.428 0.095
H 3.658 0.284 -5.105 0.097
H 1.974 -0.233 -4.777 0.101
H 0.857 3.056 -3.721 0.129
H 1.276 1.855 -2.467 0.090
H -0.104 2.165 -5.838 0.095
H -1.639 0.537 -6.895 0.083
H -2.273 -1.499 -5.628 0.090
H -1.512 -1.833 -3.353 0.009